A:
Formula: CH6OS2
Source: OMol25
Level of theory: wB97M-V/def2-TZVPD

Last column: Mulliken charge in e.
Geometry (Å):
C 0.4298 -0.6721 -1.7539  -0.763
S 0.3571 -0.3251 0.0075  0.001
S -1.3723 0.7701 0.0938  -0.223
H 0.6525 0.2155 -2.3696  0.298
H -0.5553 -1.0689 -2.0519  0.265
H 1.1944 -1.4411 -1.9555  0.275
H -2.3092 -0.1528 -0.2109  0.153
O 0.8568 1.0266 2.9434  -0.613
H 0.4228 1.4237 2.1546  0.284
H 0.3233 0.2241 3.1423  0.323

Calculated values
2S+1 = 1
HOMO = -9.148 eV
SMILES = CSS.O

=====

B:
Formula: CH6OS2
Source: OMol25
Level of theory: wB97M-V/def2-TZVPD

Last column: Mulliken charge in e.
Geometry (Å):
C -0.3711 -0.4159 -1.3129  -0.626
O 0.8995 0.2071 -1.3086  -0.500
H -0.3145 -1.3130 -0.6909  0.283
H -0.6552 -0.7091 -2.3339  0.262
H -1.1573 0.2509 -0.9651  0.263
H 0.7898 1.1574 -1.2198  0.326
S 0.8894 -0.6290 2.0130  -0.199
S -0.8896 0.5093 1.9481  -0.184
H 1.3418 -0.2225 0.8126  0.206
H -0.5328 1.1647 3.0575  0.169

Calculated values
2S+1 = 1
HOMO = -9.061 eV
SMILES = CO.SS

=====

Least stable structure: B

=====

A:
Formula: C30H75N5
Source: OMol25
Level of theory: wB97M-V/def2-TZVPD

Last column: Mulliken charge in e.
Geometry (Å):
C 10.5948 -0.8282 -12.2501  -1.333
C 10.5596 -0.6216 -10.7459  -0.300
N 11.3481 -1.5656 -10.0213  -0.067
C 12.7787 -1.4168 -10.2730  -0.466
C 13.7310 -2.5828 -9.7508  -1.372
C 11.1247 -1.4768 -8.5413  -0.665
C 11.5674 -0.1071 -7.9661  -0.964
H 10.9400 -1.8585 -12.3355  0.347
H 11.2720 -0.2303 -12.8600  0.319
H 9.5999 -0.7738 -12.6921  0.340
H 10.9043 0.3848 -10.5084  0.291
H 9.5173 -0.7007 -10.4369  0.390
H 12.8927 -1.4678 -11.3558  0.406
H 13.2681 -0.4827 -9.9972  0.342
H 13.2387 -3.5230 -9.9992  0.346
H 14.7436 -2.4510 -10.1322  0.417
H 13.8540 -2.6134 -8.6682  0.274
H 11.5637 -2.3390 -8.0393  0.347
H 10.0590 -1.6989 -8.5968  0.411
H 11.1206 0.7362 -8.4927  0.270
H 12.6436 0.0641 -7.9428  0.270
H 11.3593 -0.0988 -6.8962  0.397
C 6.0683 2.0655 -3.2614  -1.294
C 5.3408 3.2042 -3.9089  -0.586
N 5.3586 4.4610 -3.1200  0.068
C 5.0734 5.5593 -4.0248  -0.443
C 6.3212 6.0362 -4.9053  -1.188
C 4.5098 4.3507 -1.8729  -0.236
C 4.7887 5.5735 -1.0303  -1.361
H 5.9100 1.7960 -2.2172  0.302
H 7.1256 2.3276 -3.2980  0.316
H 6.1131 1.1686 -3.8792  0.395
H 5.7214 3.2487 -4.9293  0.439
H 4.3228 2.8522 -4.0760  0.339
H 4.2134 5.3644 -4.6655  0.345
H 4.7627 6.4224 -3.4360  0.282
H 6.1812 6.1238 -5.9827  0.329
H 6.7104 6.9883 -4.5446  0.316
H 7.1572 5.3377 -4.8690  0.327
H 4.9370 3.6229 -1.1830  0.229
H 3.4651 4.3458 -2.1838  0.335
H 4.4981 6.5161 -1.4942  0.403
H 5.8226 5.6818 -0.7024  0.273
H 4.1323 5.4653 -0.1668  0.413
C 10.1598 10.0415 -0.7037  -1.138
C 10.9641 9.3407 0.3617  -0.688
N 11.6253 8.1499 -0.2366  0.184
C 12.8284 7.7875 0.4761  -0.675
C 12.5714 7.2077 1.8860  -1.045
C 10.7081 7.0909 -0.6232  -0.530
C 11.3782 6.2777 -1.7840  -1.268
H 10.8166 10.5666 -1.3972  0.289
H 9.5932 10.7407 -0.0887  0.358
H 9.5288 9.4600 -1.3759  0.313
H 11.7014 10.0342 0.7662  0.419
H 10.4208 9.0327 1.2550  0.372
H 13.4173 7.0739 -0.1001  0.326
H 13.3784 8.7285 0.4877  0.409
H 12.2140 7.9177 2.6319  0.288
H 11.8327 6.4099 1.9627  0.291
H 13.5402 6.8393 2.2235  0.384
H 9.7476 7.5117 -0.9204  0.437
H 10.3652 6.5240 0.2423  0.265
H 12.1946 5.7158 -1.3303  0.298
H 11.6375 6.8926 -2.6458  0.279
H 10.6685 5.6036 -2.2637  0.431
C 4.6567 20.6356 -6.0332  -1.292
C 4.1011 19.5125 -5.2123  -0.527
N 5.0660 18.8012 -4.3498  -0.007
C 4.3503 18.1384 -3.2866  -0.628
C 4.1064 18.9649 -1.9907  -1.256
C 5.7255 17.7232 -5.1257  -0.484
C 7.0878 17.1672 -4.7202  -1.350
H 5.0823 21.4459 -5.4412  0.325
H 3.9291 21.2228 -6.5935  0.397
H 5.3667 20.2181 -6.7472  0.263
H 3.2490 19.8780 -4.6392  0.527
H 3.6798 18.8202 -5.9412  0.363
H 4.7162 17.1534 -2.9966  0.477
H 3.3968 17.8944 -3.7550  0.415
H 3.3969 18.4680 -1.3290  0.373
H 3.6980 19.9259 -2.3032  0.272
H 5.0734 19.1878 -1.5397  0.315
H 5.1784 16.8033 -5.3323  0.331
H 5.7661 18.1313 -6.1356  0.470
H 7.8210 17.8801 -4.3429  0.357
H 7.0080 16.4995 -3.8624  0.288
H 7.5673 16.6298 -5.5384  0.374
C 14.2885 0.7619 3.6912  -1.281
C 13.5243 -0.1861 2.8627  -0.349
N 14.3365 -0.9492 1.8966  -0.092
C 14.7501 -0.0906 0.8277  -0.250
C 15.6759 -0.8567 -0.1804  -1.382
C 13.5757 -2.0258 1.2594  -0.662
C 12.1320 -1.7576 0.7291  -1.056
H 14.7759 1.5054 3.0606  0.311
H 15.0385 0.2899 4.3259  0.315
H 13.6421 1.2355 4.4300  0.396
H 13.0605 -0.8772 3.5665  0.362
H 12.7278 0.3355 2.3320  0.333
H 13.9183 0.3758 0.2998  0.258
H 15.2970 0.7323 1.2878  0.358
H 16.2692 -0.2768 -0.8874  0.400
H 16.3399 -1.5311 0.3603  0.362
H 15.1020 -1.4561 -0.8871  0.322
H 13.6119 -2.8417 1.9812  0.371
H 14.0839 -2.4856 0.4118  0.336
H 11.8192 -2.5561 0.0563  0.404
H 12.1084 -0.8866 0.0742  0.267
H 11.4407 -1.7137 1.5706  0.278

Calculated values
2S+1 = 1
HOMO = -7.981 eV
SMILES = CCN(CC)CC.CCN(CC)CC.CCN(CC)CC.CCN(CC)CC.CCN(CC)CC

=====

B:
Formula: C30H75N5
Source: OMol25
Level of theory: wB97M-V/def2-TZVPD

Last column: Mulliken charge in e.
Geometry (Å):
C 4.4177 2.2488 5.0678  -1.116
C 3.4387 2.1884 3.8788  -0.910
N 4.0212 2.4202 2.5734  0.467
C 4.8821 1.3874 2.0035  -0.755
C 4.2228 0.0273 1.9012  -0.406
C 4.6157 3.7306 2.4011  -0.637
C 3.6730 4.9045 2.6650  -1.267
H 3.8948 2.0527 6.0055  0.411
H 4.9054 3.2149 5.1687  0.254
H 5.1135 1.4196 4.9203  0.269
H 2.8531 1.2699 3.9200  0.466
H 2.6716 2.9566 4.0100  0.460
H 5.0507 1.7333 0.9803  0.301
H 5.8547 1.3368 2.5168  0.338
H 4.8649 -0.5869 1.2746  0.117
H 4.0918 -0.4533 2.8724  0.318
H 3.2346 0.1637 1.4616  -0.077
H 4.9936 3.8410 1.3831  0.405
H 5.4961 3.8222 3.0622  0.443
H 2.7653 4.7512 2.0797  0.241
H 4.1844 5.8516 2.5129  0.409
H 3.3493 4.9201 3.7101  0.292
C -0.5008 -2.2171 -4.7816  -0.415
C 0.6004 -3.2339 -4.5146  -0.451
N 0.5755 -4.4416 -5.3454  0.278
C 0.6148 -4.1407 -6.7642  -0.565
C 1.1061 -5.3136 -7.6210  -1.407
C -0.4698 -5.4095 -5.0341  -0.301
C -0.6984 -5.6645 -3.5426  -1.309
H -0.3476 -1.8345 -5.7938  0.374
H -0.4594 -1.3642 -4.1054  -0.409
H -1.5209 -2.6002 -4.7159  0.296
H 1.5984 -2.8121 -4.6533  0.466
H 0.5604 -3.5874 -3.4833  -0.138
H -0.3950 -3.8558 -7.1075  0.369
H 1.2540 -3.2752 -6.9440  0.439
H 1.1779 -4.9831 -8.6590  0.430
H 2.0287 -5.6927 -7.1877  0.350
H 0.3789 -6.1255 -7.7015  0.322
H -0.2308 -6.3609 -5.5112  0.411
H -1.4211 -5.0609 -5.4725  0.347
H -1.3280 -6.5492 -3.4637  0.467
H -1.1776 -4.7838 -3.1162  0.283
H 0.2274 -5.8588 -3.0000  0.208
C -5.3773 2.0139 3.2552  -0.815
C -5.6559 2.6175 4.6578  -1.030
N -6.9080 3.3205 4.8394  0.042
C -8.0431 2.4416 4.5478  -0.344
C -9.3976 3.0431 4.9545  -1.331
C -6.9733 4.6211 4.1916  -0.161
C -5.9402 5.5944 4.7387  -1.476
H -5.8434 2.5015 2.3969  0.303
H -5.7994 1.0080 3.2641  0.322
H -4.2998 2.0390 3.1088  0.273
H -5.6018 1.7878 5.3667  0.396
H -4.8076 3.2476 4.9282  0.452
H -8.0364 2.1274 3.4982  0.309
H -7.9156 1.5832 5.2140  0.332
H -10.2128 2.3421 4.8117  0.403
H -9.3237 3.5076 5.9363  0.357
H -9.5823 3.8910 4.2847  0.309
H -7.9532 5.0435 4.4044  0.348
H -6.8602 4.5467 3.0980  0.199
H -6.1351 6.5822 4.3002  0.431
H -4.9274 5.3931 4.3876  0.368
H -6.0131 5.7397 5.8139  0.312
C 1.5776 -4.1966 -0.4652  -1.041
C 2.7885 -4.2010 -1.4075  -0.426
N 3.7536 -3.1636 -1.1405  0.301
C 3.2950 -1.8060 -1.3687  0.252
C 4.3345 -0.9346 -2.0547  -1.535
C 4.5296 -3.2892 0.0800  0.085
C 5.4456 -4.5177 0.0396  -1.625
H 1.8809 -4.5720 0.5149  0.378
H 0.7431 -4.8169 -0.7976  0.388
H 1.1659 -3.1932 -0.3390  0.157
H 3.2936 -5.1668 -1.4024  0.323
H 2.4328 -4.0901 -2.4348  0.131
H 2.8863 -1.2736 -0.4975  0.030
H 2.3928 -1.8507 -1.9945  -0.017
H 4.0156 0.1015 -2.1858  0.389
H 4.6825 -1.3485 -2.9996  0.337
H 5.2229 -0.8495 -1.4165  0.322
H 5.1633 -2.4487 0.3439  0.112
H 3.8443 -3.4646 0.9256  0.270
H 4.8874 -5.4541 0.1114  0.385
H 6.1225 -4.5291 -0.8124  0.323
H 6.0486 -4.5616 0.9544  0.453
C -0.5259 1.5188 -3.2723  -1.099
C -0.7495 0.5764 -2.0691  -0.602
N -1.2241 1.2366 -0.8411  0.139
C -2.5526 1.8446 -1.1065  -0.507
C -3.4218 1.7967 0.1371  -1.281
C -0.3207 2.2855 -0.4044  -0.565
C 1.1034 1.8164 -0.0898  -0.926
H -1.4388 1.9877 -3.6295  0.274
H -0.0919 0.9398 -4.0903  0.459
H 0.2206 2.2763 -3.0210  0.339
H -1.4529 -0.1364 -2.5096  0.543
H 0.1626 0.0201 -1.8512  -0.002
H -2.4688 2.9008 -1.3980  0.299
H -3.0119 1.2979 -1.9284  0.496
H -3.5226 0.7551 0.4479  0.304
H -2.9725 2.3647 0.9523  0.225
H -4.4201 2.2043 -0.0318  0.414
H -0.7762 2.8050 0.4372  0.426
H -0.1358 3.0636 -1.1628  0.303
H 1.6717 2.5294 0.5097  0.331
H 1.6715 1.6578 -1.0118  0.177
H 1.1886 0.8579 0.4315  0.191

Calculated values
2S+1 = 1
HOMO = -8.071 eV
SMILES = CCN(CC)CC.CCN(CC)CC.CCN(CC)CC.CCN(CC)CC.CCN(CC)CC

=====

Least stable structure: A

=====

A:
Formula: C10H9NO2
Source: OMol25
Level of theory: wB97M-V/def2-TZVPD

Last column: Mulliken charge in e.
Geometry (Å):
C 1.2371 -0.0391 -2.0681  -1.624
C 1.0766 -0.0110 -0.5711  1.759
C -0.3476 -0.0004 -0.1173  0.432
C -1.3709 -0.8921 -0.5504  -0.402
C -2.6170 -0.8009 0.0023  -0.146
C -2.9525 -0.0335 1.0363  -0.617
C -1.9552 0.7753 1.5206  -0.523
C -0.6832 0.7994 1.0414  -0.526
C 2.1542 -1.0769 0.5666  0.350
O 2.1041 -2.2069 0.9702  -0.536
N 2.7624 0.0722 0.8195  0.016
C 2.0198 1.0040 0.1067  -0.354
O 2.2607 2.1550 0.0556  -0.541
H 1.0842 -0.9637 -2.5422  0.411
H 2.2999 0.2628 -2.3942  0.332
H 0.4518 0.6655 -2.5011  0.345
H -1.2913 -1.5933 -1.4887  0.188
H -3.4311 -1.3585 -0.6401  0.180
H -3.9803 -0.0239 1.3743  0.386
H -2.1192 1.2832 2.4125  0.388
H -0.0643 1.6516 1.3894  0.239
H 3.3617 0.3312 1.5779  0.244

Calculated values
2S+1 = 1
HOMO = -8.804 eV
SMILES = CC1(c2ccccc2)C(=O)NC1=O

=====

B:
Formula: C10H9NO2
Source: OMol25
Level of theory: wB97M-V/def2-TZVPD

Last column: Mulliken charge in e.
Geometry (Å):
C -2.0069 -2.8892 -0.4422  -0.567
C -2.9817 -2.1100 0.1329  -0.459
C -0.8621 -2.3090 -1.0519  -0.446
C -2.8062 -0.8203 0.3277  -0.271
C -0.6319 -0.9702 -0.7925  0.700
C 0.6060 -0.3984 -1.1566  0.167
C -1.6306 -0.1349 -0.0614  0.407
C -1.5543 2.0591 0.8606  0.782
C -1.5391 2.8296 1.9009  -1.086
C 3.3014 1.8956 0.3808  -0.501
N -1.4833 1.2249 0.0071  -0.407
O 1.6065 0.2023 -1.0519  -0.264
O 2.1191 1.2627 0.5786  -0.565
H -2.2672 -3.8819 -0.5496  0.425
H -4.0107 -2.6140 0.1867  0.271
H -0.2509 -2.8416 -1.8383  0.357
H -3.6059 -0.2091 0.7633  0.333
H -0.6036 3.3491 2.1824  0.300
H -2.5183 3.2910 2.1043  0.271
H 3.3549 2.8244 1.0489  0.190
H 3.5175 2.0869 -0.7659  0.164
H 4.2055 1.2976 0.6264  0.199

Calculated values
2S+1 = 1
HOMO (alpha / beta) = -6.886 / -6.918 eV

=====

Least stable structure: B

=====

A:
Formula: C5H9NO2S
Source: OMol25
Level of theory: wB97M-V/def2-TZVPD

Last column: Mulliken charge in e.
Geometry (Å):
C -1.2364 -0.4525 0.3437  0.243
C -0.1326 1.7188 -0.6271  -0.121
C -0.9595 -1.6658 -0.6957  -1.190
C 2.4436 0.7737 0.4629  -1.401
C 1.1551 0.0141 0.5107  -0.090
N -0.0677 0.5868 0.2202  0.133
O -1.0485 2.1740 -1.1806  -0.433
O -2.4727 0.1433 0.0836  -0.351
S -4.1358 -0.4003 0.1374  -0.016
H -0.9651 -0.8805 1.3800  0.255
H 0.8759 2.1730 -0.6613  0.362
H -1.6161 -1.5947 -1.5195  0.346
H -1.3895 -2.5245 -0.1850  0.361
H 0.0747 -1.8620 -0.8822  0.408
H 2.7788 0.8195 -0.5776  0.328
H 3.2465 0.1359 0.9658  0.318
H 2.3233 1.6462 1.0360  0.439
H 1.1260 -0.8050 1.1889  0.409

Calculated values
2S+1 = 1
HOMO (alpha / beta) = -9.575 / -6.998 eV

=====

B:
Formula: C5H9NO2S
Source: OMol25
Level of theory: wB97M-V/def2-TZVPD

Last column: Mulliken charge in e.
Geometry (Å):
C -2.1454 0.2264 -0.2043  0.607
C 0.8496 -0.6687 0.3907  0.634
C 0.2307 -1.3629 1.5591  -1.203
C 0.7107 -1.3271 -1.0770  -0.961
C -0.5779 2.2262 -0.4849  -0.857
N -1.2589 0.9760 -0.4964  -0.231
O -2.8114 -0.7097 -0.0316  -0.474
O 2.2286 1.1322 -0.6325  -0.584
S 1.8129 0.6129 0.6644  0.241
H 0.8194 -1.1691 2.5018  0.359
H 0.1127 -2.4398 1.4083  0.343
H -0.7149 -0.8804 1.7588  0.255
H 0.5429 -2.3388 -0.7132  0.346
H 1.6241 -1.1990 -1.7728  0.295
H -0.1794 -0.7204 -1.3759  0.252
H -0.5741 2.5417 0.6057  0.337
H 0.4333 2.0822 -1.0312  0.327
H -1.1029 3.0184 -1.0690  0.315

Calculated values
2S+1 = 1
HOMO = -8.831 eV

=====

Least stable structure: A